ORCA calculation (the ωB97M-V functional and the def2-TZVPD basis) on a cluster of 11 separate species, C36H43F5N6O12 in total at a distorted geometry.

Last column: Mulliken charge in e.
Cartesian coordinates (Å):
C (-3.194, 4.864, 1.482)  -0.942
N (-2.607, 3.537, 1.269)  0.536
O (-3.090, 2.546, 1.784)  -0.348
O (-1.726, 3.531, 0.399)  -0.095
H (-2.532, 5.505, 0.900)  0.268
H (-3.069, 5.064, 2.546)  0.353
H (-4.265, 4.842, 1.283)  0.333
C (-0.050, 4.791, -1.964)  -0.432
N (1.129, 3.884, -2.164)  0.930
O (1.962, 4.028, -1.343)  -0.504
O (1.090, 2.990, -3.014)  -0.520
H (-0.910, 4.258, -2.371)  0.039
H (0.126, 5.693, -2.550)  0.329
H (-0.255, 5.057, -0.927)  0.103
C (2.610, -4.419, -2.608)  -0.314
N (3.954, -4.562, -3.266)  0.863
O (4.841, -3.842, -2.787)  -0.562
O (4.041, -5.159, -4.349)  -0.537
H (2.220, -3.403, -2.679)  -0.081
H (2.763, -4.661, -1.556)  0.320
H (2.032, -5.214, -3.079)  0.327
C (2.031, -0.463, -4.666)  -0.328
N (1.170, -1.616, -5.098)  0.910
O (1.200, -2.687, -4.498)  -0.458
O (0.549, -1.398, -6.121)  -0.563
H (1.336, 0.331, -4.393)  0.133
H (2.641, -0.164, -5.518)  0.358
H (2.608, -0.763, -3.791)  -0.050
C (0.411, -1.190, 3.656)  -0.268
N (0.370, -1.048, 5.167)  0.969
O (1.184, -0.285, 5.630)  -0.539
O (-0.356, -1.815, 5.880)  -0.565
H (1.056, -0.413, 3.247)  0.249
H (-0.598, -1.021, 3.278)  -0.223
H (0.697, -2.179, 3.298)  0.353
C (0.719, 0.788, -0.028)  -0.246
N (0.775, -0.658, -0.465)  0.849
O (0.441, -1.528, 0.318)  -0.549
O (1.016, -0.922, -1.663)  -0.114
H (1.198, 1.328, -0.845)  0.003
H (1.279, 0.843, 0.905)  0.061
H (-0.322, 1.053, 0.158)  0.039
F (5.429, -2.752, 1.891)  -0.323
C (5.031, -1.547, 1.339)  0.348
C (4.699, -1.606, -0.035)  -0.369
C (4.366, -0.437, -0.687)  -0.186
C (4.356, 0.739, 0.007)  -0.554
C (4.598, 0.803, 1.416)  -0.439
C (4.944, -0.359, 2.078)  -0.744
H (4.816, -2.457, -0.690)  0.505
H (4.308, -0.561, -1.758)  0.302
H (4.071, 1.643, -0.511)  0.459
H (4.384, 1.704, 1.973)  0.524
H (5.284, -0.389, 3.103)  0.478
F (-3.061, 3.604, -2.505)  -0.415
C (-2.869, 2.256, -2.648)  -0.009
C (-3.185, 1.474, -1.554)  -0.105
C (-2.804, 0.145, -1.602)  -1.066
C (-2.006, -0.295, -2.638)  -0.388
C (-1.762, 0.476, -3.713)  -0.453
C (-2.247, 1.736, -3.776)  -0.609
H (-3.712, 1.809, -0.673)  0.625
H (-3.002, -0.485, -0.747)  0.502
H (-1.578, -1.283, -2.564)  0.838
H (-1.070, 0.100, -4.453)  0.583
H (-2.052, 2.369, -4.629)  0.421
F (-6.609, -0.466, 2.983)  -0.327
C (-5.402, -0.954, 2.611)  0.377
C (-4.290, -0.124, 2.784)  -0.834
C (-3.055, -0.577, 2.357)  -0.129
C (-2.974, -1.890, 1.811)  -0.093
C (-4.050, -2.740, 1.807)  -0.319
C (-5.298, -2.252, 2.102)  -0.547
H (-4.406, 0.867, 3.199)  0.428
H (-2.225, 0.110, 2.289)  0.549
H (-1.988, -2.290, 1.626)  0.008
H (-3.853, -3.774, 1.565)  0.381
H (-6.189, -2.861, 2.053)  0.446
F (2.730, 4.791, 6.016)  -0.300
C (2.279, 4.826, 4.706)  0.329
C (1.394, 3.781, 4.285)  -0.550
C (0.960, 3.708, 2.980)  -0.366
C (1.405, 4.638, 2.020)  -0.193
C (2.215, 5.700, 2.421)  -0.381
C (2.640, 5.830, 3.739)  -0.525
H (1.150, 2.942, 4.921)  0.416
H (0.305, 2.879, 2.758)  0.497
H (0.931, 4.621, 1.050)  0.280
H (2.648, 6.315, 1.646)  0.389
H (3.338, 6.633, 3.920)  0.383
F (-1.351, -3.973, -3.500)  -0.227
C (-1.701, -4.582, -2.362)  -0.374
C (-1.112, -4.052, -1.199)  0.774
C (-1.245, -4.769, -0.009)  -0.761
C (-2.180, -5.808, 0.107)  -0.355
C (-2.818, -6.248, -1.028)  -0.599
C (-2.542, -5.622, -2.265)  -0.378
H (-0.499, -3.166, -1.259)  0.320
H (-0.747, -4.378, 0.866)  0.350
H (-2.328, -6.286, 1.064)  0.486
H (-3.557, -7.034, -0.971)  0.396
H (-2.990, -6.005, -3.170)  0.438

Calculated values
Largest force on an atom in hartree/bohr: 0.071
Energy in eV: -85108.7472
Kohn-Sham gap in hartree: 0.3087
Energy above the lowest of the compared OMol25 structures with the same formula, charge and spin in kcal per mole: 0.0
Total charge: 0
SMILES string: C[N+](=O)[O-].C[N+](=O)[O-].C[N+](=O)[O-].C[N+](=O)[O-].C[N+](=O)[O-].C[N+](=O)[O-].Fc1ccccc1.Fc1ccccc1.Fc1ccccc1.Fc1ccccc1.Fc1ccccc1